No. 1
C20H33N2O3S2 | ωB97M-V with the def2-TZVPD basis set

Each line ends with the natural charge from an NBO analysis.
CARTESIAN COORDINATES (ANGSTROEM)
C (0.408, -0.253, 4.390)  -0.24
O (-0.464, 0.631, 3.747)  -0.55
C (-0.087, 1.020, 2.437)  -0.04
C (-1.269, 0.845, 1.508)  -0.43
C (-1.836, -0.584, 1.520)  -0.40
C (-2.254, -1.050, 0.133)  -0.39
C (-1.115, -1.373, -0.847)  -0.40
C (0.018, -2.237, -0.301)  -0.40
C (1.121, -2.369, -1.345)  -0.42
C (2.200, -3.397, -1.015)  -0.41
C (3.006, -3.139, 0.274)  -0.59
S (3.042, -1.408, 0.743)  1.25
O (3.154, -1.447, 2.352)  -0.83
C (4.687, -0.858, 0.378)  -0.61
C (4.956, 0.500, 1.070)  -0.53
S (5.276, 1.803, -0.168)  0.32
C (3.607, 1.971, -0.660)  0.27
N (2.954, 1.043, -1.288)  -0.33
N (1.652, 1.514, -1.429)  -0.29
C (1.653, 2.695, -0.892)  0.30
O (2.842, 3.043, -0.375)  -0.39
H (0.298, -1.274, 3.994)  0.14
H (0.163, -0.267, 5.447)  0.21
H (1.450, 0.065, 4.299)  0.16
H (0.751, 0.401, 2.089)  0.13
H (0.245, 2.060, 2.466)  0.18
H (-2.049, 1.525, 1.850)  0.22
H (-1.010, 1.161, 0.496)  0.20
H (-1.132, -1.262, 2.002)  0.18
H (-2.721, -0.595, 2.152)  0.23
H (-2.815, -0.226, -0.313)  0.21
H (-2.930, -1.902, 0.178)  0.21
H (-1.564, -1.908, -1.686)  0.21
H (-0.706, -0.457, -1.276)  0.21
H (-0.374, -3.227, -0.064)  0.21
H (0.401, -1.751, 0.599)  0.17
H (1.572, -1.403, -1.581)  0.22
H (0.655, -2.696, -2.275)  0.23
H (1.751, -4.383, -0.923)  0.23
H (2.901, -3.456, -1.844)  0.23
H (4.032, -3.488, 0.185)  0.26
H (2.578, -3.679, 1.118)  0.26
H (2.380, -1.898, 2.725)  0.52
H (5.419, -1.609, 0.670)  0.26
H (4.703, -0.760, -0.705)  0.29
H (4.073, 0.832, 1.608)  0.24
H (5.787, 0.438, 1.759)  0.27
H (0.793, 3.338, -0.851)  0.23
C (-3.791, 1.561, -2.717)  -0.16
C (-4.743, 1.531, -3.726)  -0.23
C (-5.803, 2.426, -3.703)  -0.20
C (-5.909, 3.352, -2.675)  -0.21
C (-4.956, 3.383, -1.666)  -0.20
C (-3.898, 2.485, -1.687)  -0.25
H (-2.963, 0.862, -2.734)  0.19
H (-4.659, 0.811, -4.530)  0.21
H (-6.549, 2.401, -4.487)  0.22
H (-6.735, 4.051, -2.659)  0.22
H (-5.039, 4.106, -0.865)  0.21
H (-3.157, 2.506, -0.897)  0.20

Computed properties:
Charge   +1
E   -52059.5468 eV
Highest occupied orbital energy   -11.02 eV
Gap between HOMO and LUMO   7.6 eV



No. 2
C20H33N2O7P2ReSTe | ωB97M-V with the def2-TZVPD basis set

Each line ends with the natural charge from an NBO analysis.
CARTESIAN COORDINATES (ANGSTROEM)
Re (0.241, -16.763, 2.535)  1.51
N (2.617, -19.144, -1.012)  -0.69
C (2.343, -18.805, 0.450)  -0.63
C (2.876, -19.973, 1.265)  -0.61
P (0.546, -18.649, 0.635)  2.37
O (0.200, -17.143, 0.503)  -1.11
O (-0.057, -19.583, -0.312)  -1.04
O (0.401, -18.781, 2.183)  -1.03
P (2.994, -17.117, 0.805)  2.42
O (4.499, -17.226, 1.029)  -0.99
O (2.952, -16.237, -0.501)  -0.97
O (2.261, -16.520, 2.034)  -1.07
H (1.930, -19.939, -1.241)  0.50
H (3.587, -19.432, -1.166)  0.46
H (2.353, -18.426, -1.663)  0.45
H (2.489, -20.878, 0.865)  0.26
H (2.559, -19.823, 2.275)  0.27
H (3.918, -19.952, 1.125)  0.24
H (2.082, -15.917, -0.824)  0.55
H (5.121, -16.476, 1.284)  0.59
C (-0.298, -12.830, 4.573)  -0.43
N (-0.199, -12.560, 3.054)  -0.32
C (-0.380, -11.167, 2.665)  -0.42
C (-0.067, -13.552, 2.233)  0.72
C (0.104, -13.333, 0.749)  -0.70
O (0.112, -14.717, 2.721)  -0.73
H (-1.203, -13.431, 4.831)  0.23
H (-0.287, -11.840, 5.065)  0.25
H (0.580, -13.410, 4.991)  0.23
H (-1.466, -10.950, 2.602)  0.24
H (0.091, -10.987, 1.675)  0.23
H (0.057, -10.521, 3.398)  0.25
H (1.072, -12.863, 0.559)  0.27
H (-0.676, -12.667, 0.442)  0.26
H (-0.020, -14.293, 0.245)  0.23
C (-2.896, -15.731, 1.466)  -0.71
S (-2.206, -16.740, 2.850)  0.42
C (-2.654, -18.439, 2.427)  -0.71
H (-3.965, -15.631, 1.564)  0.28
H (-2.620, -16.132, 0.469)  0.26
H (-2.508, -14.747, 1.627)  0.23
H (-2.177, -18.580, 1.474)  0.23
H (-3.779, -18.530, 2.405)  0.28
H (-2.315, -19.059, 3.200)  0.26
Te (0.138, -16.970, 5.324)  0.88
C (-0.825, -18.780, 5.585)  -0.34
C (-0.095, -19.944, 5.351)  -0.25
C (-0.647, -21.154, 5.738)  -0.17
C (-1.955, -21.179, 6.315)  -0.16
C (-2.643, -20.001, 6.512)  -0.21
C (-2.053, -18.787, 6.149)  -0.17
C (2.033, -17.445, 6.103)  -0.27
C (2.153, -17.551, 7.464)  -0.22
C (3.290, -18.100, 8.006)  -0.17
C (4.376, -18.394, 7.160)  -0.16
C (4.326, -18.081, 5.810)  -0.18
C (3.094, -17.712, 5.258)  -0.25
H (0.877, -19.982, 4.914)  0.23
H (-0.064, -22.153, 5.660)  0.25
H (-2.446, -22.092, 6.687)  0.25
H (-3.620, -20.135, 6.910)  0.25
H (-2.415, -17.796, 6.445)  0.22
H (1.318, -17.350, 8.149)  0.24
H (3.312, -18.434, 9.063)  0.26
H (5.213, -18.867, 7.600)  0.25
H (5.054, -18.311, 5.052)  0.23
H (2.960, -17.681, 4.191)  0.20

Computed properties:
Expectation value of S²   3.78
Charge   +3
Spin multiplicity   4
E   -77404.0411 eV
Highest occupied orbital energy (spin up / spin down)   -16.54 / -16.54 eV
Gap between HOMO and LUMO (spin up / spin down)   7.9 / 6.3 eV



No. 3
C20H33N3O4 | ωB97M-V with the def2-TZVPD basis set

Each line ends with the natural charge from an NBO analysis.
CARTESIAN COORDINATES (ANGSTROEM)
C (-3.000, 1.191, 3.206)  -0.25
H (-3.957, 1.679, 3.381)  0.20
O (-2.455, 1.789, 2.056)  -0.54
C (-1.146, 1.369, 1.750)  -0.08
C (-1.090, -0.075, 1.191)  -0.26
N (-0.022, -0.279, 0.243)  -0.46
C (-0.074, 0.142, -1.068)  0.80
O (0.826, -0.105, -1.850)  -0.67
N (-1.204, 0.836, -1.404)  -0.65
C (-1.533, 1.388, -2.645)  0.15
C (-0.821, 1.191, -3.813)  -0.22
C (-1.225, 1.777, -5.005)  -0.33
C (-2.359, 2.570, -5.036)  0.31
C (-3.091, 2.775, -3.863)  -0.34
C (-2.690, 2.196, -2.678)  0.28
O (-3.341, 2.338, -1.478)  -0.52
C (-4.461, 3.184, -1.417)  -0.25
H (-4.208, 4.205, -1.717)  0.18
H (-4.770, 3.179, -0.373)  0.20
H (-5.278, 2.813, -2.043)  0.18
H (-3.968, 3.398, -3.927)  0.23
O (-2.856, 3.200, -6.144)  -0.50
C (-2.165, 3.046, -7.359)  -0.25
H (-1.143, 3.432, -7.292)  0.18
H (-2.723, 3.627, -8.092)  0.20
H (-2.136, 1.998, -7.675)  0.17
H (-0.639, 1.599, -5.892)  0.22
H (0.064, 0.579, -3.784)  0.26
H (-1.866, 1.097, -0.690)  0.42
C (1.189, -0.958, 0.677)  -0.05
C (1.849, -0.303, 1.886)  -0.41
C (3.145, -1.039, 2.216)  -0.22
N (2.879, -2.432, 2.542)  -0.45
C (2.298, -3.085, 1.378)  -0.22
C (0.968, -2.434, 1.001)  -0.40
H (0.544, -2.947, 0.137)  0.22
H (0.281, -2.542, 1.842)  0.19
H (2.104, -4.130, 1.613)  0.21
H (2.982, -3.043, 0.511)  0.16
C (4.071, -3.111, 3.061)  -0.04
C (3.809, -4.600, 3.304)  -0.62
H (3.746, -5.161, 2.376)  0.21
H (4.626, -5.021, 3.884)  0.21
H (2.886, -4.726, 3.864)  0.21
C (4.492, -2.480, 4.394)  -0.61
H (5.215, -3.120, 4.892)  0.21
H (3.620, -2.373, 5.034)  0.21
H (4.955, -1.507, 4.261)  0.21
H (4.911, -3.019, 2.344)  0.16
H (3.604, -0.552, 3.075)  0.21
H (3.840, -0.956, 1.360)  0.16
H (1.191, -0.361, 2.754)  0.20
H (2.066, 0.746, 1.678)  0.21
H (1.869, -0.890, -0.180)  0.25
H (-0.950, -0.784, 2.008)  0.21
H (-2.057, -0.303, 0.726)  0.21
H (-0.786, 2.071, 0.994)  0.20
H (-0.502, 1.460, 2.636)  0.17
H (-2.350, 1.344, 4.076)  0.17
H (-3.164, 0.116, 3.072)  0.16

Computed properties:
SMILES   COCCN(C(=O)Nc1ccc(OC)cc1OC)C1CCN(C(C)C)CC1
E   -33935.5145 eV
Highest occupied orbital energy   -7.47 eV
Gap between HOMO and LUMO   8.2 eV